<P>
Entry from OMol25: an isolated molecule of C2H4N6 (ωB97M-V/def2-TZVPD).

```
! RIJCOSX wB97M-V def2-TZVPD def2/J DEFGRID3
* xyz 0 1
C 0.0175 -0.2083 0.5310
C 1.1768 -1.0109 -1.1568
H -1.6779 1.2396 1.6577
H -1.2394 0.7509 3.1983
H 1.8336 -1.7106 -1.6801
H 0.7030 0.0523 -2.9500
N -0.8873 0.9849 2.2728
N -0.0622 -0.0328 1.8062
N 0.8204 -1.2317 0.0622
N 0.6489 0.0603 -1.9278
N -0.5245 0.6054 -1.4965
N -0.8088 0.5010 -0.3169
*
```

Atomic partial charges in e from the Mulliken method, atoms 1 to 4: 0.4930, 0.0123, 0.2539, 0.2514


<Q>
Entry from OMol25: an isolated molecule of C2H4N6 (ωB97M-V/def2-TZVPD).

```
! RIJCOSX wB97M-V def2-TZVPD def2/J DEFGRID3
* xyz 0 1
C 1.3435 -0.1164 -0.0683
C -0.7887 0.9846 -0.3817
H 2.8382 1.2691 0.3944
H 1.3234 1.5398 1.0649
H 1.5130 -1.8507 -0.9160
H -0.4093 1.9683 -0.7032
N 1.8039 1.0597 0.3693
N 2.0239 -1.1143 -0.4623
N -0.0495 -0.0636 0.1215
N -2.0501 0.7087 -0.3099
N -2.0811 -0.6376 0.1159
N -0.8749 -1.1152 0.5740
*
```

Atomic partial charges in e from the Mulliken method, atoms 1 to 4: 0.4638, 0.0183, 0.2630, 0.2238


<R>
Entry from OMol25: a structure of composition C2H4N6 (ωB97M-V/def2-TZVPD).

```
! RIJCOSX wB97M-V def2-TZVPD def2/J DEFGRID3
* xyz 0 1
C 1.3187 0.3396 -0.3037
C -1.2371 0.2720 -0.0013
H 3.1331 -0.4928 0.6114
H -3.2364 -0.3190 -0.0593
H -0.8230 -1.2281 -1.3926
H 0.6693 -0.8019 1.4909
N 2.6069 0.4187 -0.1943
N 0.5938 1.4928 -0.1608
N -0.5472 1.5558 0.0986
N -2.4993 0.4534 0.0050
N -0.5590 -0.8397 -0.3902
N 0.5802 -0.8508 0.2963
*
```

Atomic partial charges in e from the Mulliken method, atoms 1 to 4: 0.5390, 0.3580, 0.3108, 0.2661


Most stable one: <Q>, least stable one: <R>.


<P>
Entry from OMol25: an isolated molecule of C2H5N (ωB97M-V/def2-TZVPD).

```
! RIJCOSX wB97M-V def2-TZVPD def2/J DEFGRID3
* xyz 0 1
C -0.0787 0.0160 0.5776
C 0.1444 -0.4821 -0.8136
N -0.4301 1.2095 0.7871
H 0.1338 -0.7656 1.2810
H 1.2448 -0.3215 -1.0634
H -0.5757 0.1188 -1.3281
H 0.0609 -1.5195 -1.0795
H -0.4993 1.7444 1.6389
*
```

Atomic partial charges in e from the Mulliken method, atoms 1 to 4: 0.0376, -0.8718, -0.5636, 0.3668


<Q>
Entry from OMol25: an isolated molecule of C2H5N (ωB97M-V/def2-TZVPD).

```
! RIJCOSX wB97M-V def2-TZVPD def2/J DEFGRID3
* xyz 0 1
C 0.3081 -0.2723 -0.7241
C -0.7681 0.2949 -0.0403
H 0.1815 -1.2576 -0.7193
H 0.9799 0.3264 -1.3274
H -1.7412 -0.1437 0.3031
H -0.9561 1.3741 -0.0320
H 0.6337 -1.0329 1.1194
N 0.5231 0.0854 0.7490
*
```

Atomic partial charges in e from the Mulliken method, atoms 1 to 4: -0.3881, -0.2242, 0.3287, 0.1946


<R>
Entry from OMol25: a structure of composition C2H5N (ωB97M-V/def2-TZVPD).

```
! RIJCOSX wB97M-V def2-TZVPD def2/J DEFGRID3
* xyz 0 1
N -1.2053 0.3252 0.0343
C 0.3982 -0.6894 0.1488
C 0.9599 0.3395 -0.2952
H -1.5164 0.9019 0.8140
H -2.0150 0.0489 -0.5178
H 0.2139 -1.7331 0.2914
H 1.2391 1.3604 -0.4396
H 1.9257 -0.5534 -0.0357
*
```

Atomic partial charges in e from the Mulliken method, atoms 1 to 4: -0.6420, -0.1226, -0.2997, 0.1341


Most stable one: <P>, least stable one: <R>.


<P>
Entry from OMol25: a cluster of 2 separate species, C12H26S in total (ωB97M-V/def2-TZVPD).

```
! RIJCOSX wB97M-V def2-TZVPD def2/J DEFGRID3
* xyz 0 1
C 1.9038 0.6996 -2.3227
C 1.6303 2.0486 -0.0110
C 1.1575 2.1878 1.3957
C 4.8017 -1.2629 0.7520
C -3.8930 -0.4181 1.0771
C -4.1815 0.9684 -0.9759
C -0.8878 -2.2571 -0.5038
C 3.8551 -0.1297 0.3065
C -1.8773 0.2128 -0.1599
C 2.4900 -0.7250 0.1503
C -3.3801 -0.1324 -0.3052
C -1.0899 -0.9525 0.2632
S 1.3179 0.5494 -0.7303
H 1.9904 -0.2342 -2.8900
H 1.4331 1.5555 -2.8731
H 1.2987 2.8525 -0.6052
H 0.9906 1.0336 1.7325
H 0.2354 2.7407 1.4972
H 1.8489 2.5431 2.0929
H 4.5609 -2.2406 0.2001
H 5.8032 -1.0514 0.7662
H 4.6447 -1.4946 1.7650
H -3.4692 0.3233 1.9240
H -4.8882 -0.2225 1.1737
H -3.6335 -1.3514 1.4582
H -3.6384 1.3600 -1.7502
H -4.3889 1.7315 -0.3465
H -5.0363 0.6617 -1.5433
H -1.6875 -2.6257 -1.1879
H -0.0866 -2.0228 -1.2993
H -0.5560 -3.0722 0.1601
H 4.2186 0.3641 -0.6376
H 3.8220 0.4779 1.1874
H -1.4625 0.6283 -1.1804
H -1.8442 1.1909 0.4679
H 2.3561 -1.5995 -0.5322
H 1.9273 -0.8569 1.0016
H -3.4620 -1.0119 -1.0321
H -1.0971 -1.1774 1.3138
*
```

Atomic partial charges in e from the Mulliken method, atoms 1 to 4: -1.2057, -0.5601, -0.9239, -1.3975


<Q>
Entry from OMol25: a cluster of 2 separate species, C12H26S in total (ωB97M-V/def2-TZVPD).

```
! RIJCOSX wB97M-V def2-TZVPD def2/J DEFGRID3
* xyz 0 1
C 3.1163 0.3627 -1.8297
C 1.5322 -2.6839 0.7242
C 3.1146 1.6003 1.8263
C -4.4553 1.6071 -0.1975
C -1.4262 -1.4199 -1.6809
C 2.6783 -0.5031 -0.6441
C 1.5515 -1.2883 1.3224
C 1.8090 1.2038 1.0183
C -2.9859 1.8008 0.2468
C -2.3695 -0.1644 -1.4925
C 2.0040 -0.1535 0.4511
C -2.2795 0.4588 -0.1243
S -2.9976 -0.8702 1.1279
H 2.3640 1.0745 -2.0049
H 3.8426 1.0922 -1.4353
H 3.4839 -0.1173 -2.7802
H 0.9291 -3.4130 1.3799
H 2.5398 -3.1748 0.9556
H 1.1721 -2.6726 -0.2491
H 3.0615 2.5574 2.4009
H 4.0598 1.6846 1.2120
H 3.4409 0.7512 2.3340
H -4.5540 1.5174 -1.2281
H -4.9968 2.4284 -0.0612
H -4.9872 0.8150 0.1928
H -1.7281 -2.0280 -2.5677
H -1.3422 -1.9287 -0.8383
H -0.4657 -0.9644 -1.8236
H 2.8456 -1.6354 -0.8107
H -1.1867 0.3724 0.3120
H 0.6005 -1.0975 1.6580
H 2.1947 -1.2051 2.2660
H 1.6653 1.8942 0.1977
H 0.8931 1.0536 1.6006
H -3.0463 1.8725 1.2438
H -2.5904 2.5901 -0.3052
H -2.3912 0.6736 -2.1703
H -3.3042 -0.5461 -1.6701
H -1.7917 -1.5447 1.4432
*
```

Atomic partial charges in e from the Mulliken method, atoms 1 to 4: -1.3439, -1.7349, -1.1518, -1.6358


Most stable one: <Q>, least stable one: <P>.


<P>
Entry from OMol25: an isolated molecule of C5H7N3 (ωB97M-V/def2-TZVPD).

```
! RIJCOSX wB97M-V def2-TZVPD def2/J DEFGRID3
* xyz 0 1
C 2.5117 0.5055 -0.0353
C -0.0876 -0.5289 0.0800
C -0.6014 0.8235 0.0795
C -2.0058 0.7635 0.0250
C -2.3126 -0.5746 -0.0448
H 2.2300 0.7342 1.0811
H 3.6211 0.9132 -0.4430
H 1.7563 0.9566 -0.7740
H 0.0496 1.7333 0.3665
H -2.6558 1.6143 -0.1057
H -3.2822 -1.1148 -0.3509
H -1.3262 -2.2792 0.0222
N 2.2926 -0.9301 -0.0661
N 1.0522 -1.2874 0.1354
N -1.2419 -1.3292 0.0301
*
```

Atomic partial charges in e from the Mulliken method, atoms 1 to 4: -0.5242, 0.2536, 0.0382, -0.8074


<Q>
Entry from OMol25: an isolated molecule of C5H7N3 (ωB97M-V/def2-TZVPD).

```
! RIJCOSX wB97M-V def2-TZVPD def2/J DEFGRID3
* xyz 0 1
C 2.2991 -1.5280 -0.2205
C 1.2871 -0.9380 0.4403
C -0.7792 1.3460 -1.2320
C -1.6042 1.1168 -0.1543
C -0.9489 0.0943 0.6567
H 2.4201 -1.4478 -1.2816
H 2.9567 -2.1988 0.3422
H 1.2404 -0.9253 1.5449
H 1.2049 0.8507 -1.5637
H -0.7909 2.1404 -1.9191
H -2.4788 1.7104 0.1063
H -1.9978 -0.0141 2.1528
N 0.2660 -0.1626 -0.0303
N 0.2769 0.4588 -1.2818
N -1.1256 -0.3908 1.8375
*
```

Atomic partial charges in e from the Mulliken method, atoms 1 to 4: -0.8746, 0.1106, -0.3524, -0.5751


<R>
Entry from OMol25: an isolated molecule of C5H7N3 (ωB97M-V/def2-TZVPD).

```
! RIJCOSX wB97M-V def2-TZVPD def2/J DEFGRID3
* xyz 0 1
C 1.3893 1.5500 -0.8132
C 1.7588 0.1049 -0.9882
C -0.7554 -0.2560 1.5762
C -1.8028 -1.1206 1.1218
C -1.7430 -1.1955 -0.3111
H 2.2881 2.3205 -0.5587
H 0.4050 2.1007 -1.1503
H 1.2517 -0.3996 -1.7395
H 2.6660 -0.3513 -0.5745
H -0.3090 -0.1553 2.3431
H -2.5364 -1.6601 1.6895
H -2.6040 -1.6317 -0.8157
N 1.0878 0.6592 0.3249
N -0.2773 0.2251 0.4367
N -0.8188 -0.1903 -0.5410
*
```

Atomic partial charges in e from the Mulliken method, atoms 1 to 4: -0.2087, -0.4495, -0.5014, -0.4629


<S>
Entry from OMol25: an isolated molecule of C5H7N3 (ωB97M-V/def2-TZVPD).

```
! RIJCOSX wB97M-V def2-TZVPD def2/J DEFGRID3
* xyz 0 1
C 1.5037 -0.3928 -0.0505
C -0.3434 -1.9089 0.4716
C -1.1782 2.7350 -0.2162
C -1.4874 1.4475 -0.1253
C 1.0691 -1.8288 -0.0536
N 0.6936 0.5832 -0.1467
N -1.2275 -1.0363 0.3841
N -0.5852 0.4238 -0.2915
H 2.5464 -0.1435 0.0735
H -0.6305 -2.8253 0.9845
H -1.9382 3.4896 -0.1416
H -0.1653 3.0572 -0.3776
H -2.4925 1.0847 0.0231
H 1.0534 -2.2015 -1.0867
H 1.7438 -2.4636 0.5265
*
```

Atomic partial charges in e from the Mulliken method, atoms 1 to 4: -0.2330, -0.0825, -0.7229, -0.0016


Most stable one: <Q>, least stable one: <R>.


<P>
Entry from OMol25: a structure of composition C5H7N3 (ωB97M-V/def2-TZVPD).

```
! RIJCOSX wB97M-V def2-TZVPD def2/J DEFGRID3
* xyz 0 1
C -0.9860 1.5167 0.3478
C -2.1772 -0.4343 -0.2549
C 0.6202 -0.6392 1.0848
C -1.1622 0.4559 -0.5662
C 0.5310 -0.4841 -0.3000
N -0.6092 2.4470 0.9121
N -2.9239 -1.2412 0.0547
N 1.4942 0.2308 -0.8462
H 0.7025 0.2976 1.6013
H -0.1653 -1.3107 1.4890
H 1.5282 -1.0103 1.3241
H -0.9351 0.6744 -1.6172
H 0.1657 -1.3893 -0.9768
H 1.6790 0.0500 -1.8483
H 2.2381 0.8366 -0.4044
*
```

Atomic partial charges in e from the Mulliken method, atoms 1 to 4: 0.3421, 0.4150, -1.5569, -0.3831


<Q>
Entry from OMol25: an isolated molecule of C5H7N3 (ωB97M-V/def2-TZVPD).

```
! RIJCOSX wB97M-V def2-TZVPD def2/J DEFGRID3
* xyz 0 1
C -0.5559 1.4114 0.1127
C -0.6948 0.0067 0.0171
C 0.4645 -0.8280 -0.0449
C -2.0501 -0.5649 0.0798
C -3.2443 -0.9299 0.0060
H 0.4401 3.2027 -0.0060
H 1.4471 1.7091 -0.2174
H -1.3974 2.0526 0.3692
H 0.2019 -1.9360 -0.4353
H 3.4478 -1.0856 0.6799
H 2.3278 -2.2090 -0.3452
H -4.2165 -1.3643 -0.3592
N 0.6170 2.1545 -0.1952
N 1.5861 -0.2766 0.1794
N 2.6873 -1.1552 -0.0857
*
```

Atomic partial charges in e from the Mulliken method, atoms 1 to 4: -0.1516, -0.0165, 0.0186, -0.6073


Most stable one: <P>, least stable one: <Q>.


<P>
Entry from OMol25: an isolated molecule of C5H7N3 (ωB97M-V/def2-TZVPD).

```
! RIJCOSX wB97M-V def2-TZVPD def2/J DEFGRID3
* xyz 0 1
C -0.6583 0.5737 2.0940
C 0.0677 0.4943 -0.9083
C 0.3410 -1.0046 -0.6810
C 1.3064 -1.5730 -1.3157
C 0.6563 0.6578 -2.1221
H -1.6003 1.0863 2.7677
H 0.0136 -0.2311 2.5467
H 0.1399 1.4132 2.4634
H -2.2177 1.1450 0.9196
H -0.4610 -1.3673 0.1325
H 1.8434 -0.9804 -1.9494
H 1.4463 -2.6332 -1.2167
N -1.4227 0.4538 0.7367
N -0.8138 1.2159 -0.3597
N 1.3592 0.7497 -3.1075
*
```

Atomic partial charges in e from the Mulliken method, atoms 1 to 4: -0.7108, 0.4792, 0.0002, -0.8368


<Q>
Entry from OMol25: an isolated molecule of C5H7N3 (ωB97M-V/def2-TZVPD).

```
! RIJCOSX wB97M-V def2-TZVPD def2/J DEFGRID3
* xyz 0 1
C -0.0776 0.6400 -0.2895
C -1.1062 1.7243 0.0358
C -0.3871 -0.6835 0.3948
C 1.3147 -1.9712 -0.4543
N 0.5061 -1.7126 0.5152
N -1.5442 -0.9379 0.9040
C 1.2695 1.1046 0.0732
N 2.3502 1.4631 0.2937
H -0.1090 0.4578 -1.3710
H -1.4578 -1.8800 1.3095
H -2.0096 1.5845 -0.5688
H -1.4100 1.7015 1.0887
H -0.7201 2.7284 -0.1742
H 1.3496 -1.4171 -1.4073
H 2.0315 -2.8020 -0.3498
*
```

Atomic partial charges in e from the Mulliken method, atoms 1 to 4: 0.5635, -1.4897, 0.4707, -0.2876


<R>
Entry from OMol25: an isolated molecule of C5H7N3 (ωB97M-V/def2-TZVPD).

```
! RIJCOSX wB97M-V def2-TZVPD def2/J DEFGRID3
* xyz 0 1
C 0.2859 -1.3873 2.1439
C 0.2186 -0.6168 0.7920
C -0.3315 0.6429 0.9961
C -0.3985 0.1384 -1.5708
C 0.9829 -0.9781 -0.4287
H 1.3086 -1.5686 2.5384
H -0.2681 -2.3203 2.3100
H -0.0254 -0.6999 2.8638
H -0.4278 1.2690 1.9702
H -1.1188 2.4671 0.3386
H -0.8152 -0.2631 -2.4284
H 1.7307 -1.7123 -0.3524
N -0.5899 1.6091 0.0079
N -0.9950 1.1074 -1.1756
N 0.8808 -0.4262 -1.5230
*
```

Atomic partial charges in e from the Mulliken method, atoms 1 to 4: -1.1987, 0.4188, -0.0744, 0.0202


Most stable one: <Q>, least stable one: <P>.